73
Properties=species:S:1:pos:R:3:lowdin_charge:R:1 method="wB97M-V/def2-TZVPD" lumo_ev=0.51 total_charge=0 e_homo_ev=-9.465 spin_multiplicity=1 energy_ev=-69295.3964 smiles="C#CC[C@@]1(CCCCCCCCOC)[C@@H](Cl)O[C@@H](CCCCCOC(C)=O)[C@@H]1S(=O)(=O)C(F)(F)F"
C 0.886 -4.834 -3.497 0.1405
C 0.638 -4.678 -2.311 -0.1615
C 0.276 -4.383 -0.931 -0.1606
C 0.517 -2.903 -0.541 -0.3398
C -0.379 -2.271 0.570 -0.1040
C -1.757 -2.919 0.765 -0.1692
C -2.842 -1.981 1.377 -0.1772
C -2.308 -0.759 2.137 -0.1998
C -2.250 0.493 1.242 -0.1927
C -3.688 0.959 0.885 -0.1843
C -3.835 2.497 0.776 -0.1579
C -4.342 2.910 -0.597 -0.2548
O -3.237 3.123 -1.455 -0.1784
C -3.532 2.975 -2.830 -0.1034
C 1.915 -2.932 0.192 -0.5877
Cl 3.261 -3.809 -0.686 0.6905
O 2.324 -1.612 0.223 -0.1116
C 1.805 -0.875 -0.880 -0.3103
C 2.786 -0.040 -1.697 -0.1122
C 2.952 1.329 -1.031 -0.1742
C 3.808 1.277 0.262 -0.1768
C 3.000 1.356 1.552 -0.1652
C 2.335 2.704 1.805 -0.1757
O 3.275 3.729 2.145 -0.0113
C 3.504 3.846 3.479 -0.5307
C 4.970 3.846 3.860 0.0201
O 2.643 3.983 4.306 0.1154
C 0.964 -1.932 -1.636 -0.2386
S -0.244 -1.141 -2.726 0.7751
O -0.321 0.263 -2.454 -0.2585
O 0.171 -1.364 -4.075 -0.2630
C -1.949 -1.865 -2.586 -0.7064
F -2.573 -1.492 -3.681 0.1713
F -2.594 -1.323 -1.581 0.1630
F -1.970 -3.171 -2.543 0.1840
H 0.863 -5.089 -4.522 0.0327
H 0.873 -5.043 -0.304 0.1121
H -0.756 -4.710 -0.821 0.1115
H -0.433 -1.202 0.376 0.0964
H 0.146 -2.373 1.517 0.1208
H -2.160 -3.338 -0.153 0.0814
H -1.640 -3.762 1.447 0.1163
H -3.553 -1.726 0.597 0.0919
H -3.395 -2.585 2.099 0.1059
H -1.359 -0.954 2.637 0.1056
H -3.008 -0.509 2.936 0.1046
H -1.765 0.298 0.283 0.0868
H -1.713 1.315 1.717 0.1062
H -4.338 0.611 1.691 0.1053
H -4.035 0.475 -0.025 0.0962
H -2.939 3.040 1.064 0.1118
H -4.615 2.789 1.481 0.1075
H -4.909 3.851 -0.527 0.1204
H -5.043 2.167 -0.989 0.1120
H -2.757 2.355 -3.281 0.0804
H -4.516 2.545 -3.021 0.0817
H -3.501 3.948 -3.332 0.0835
H 1.907 -3.384 1.174 0.1215
H 1.144 -0.138 -0.413 0.1289
H 3.749 -0.521 -1.856 0.1313
H 2.289 0.164 -2.647 0.1143
H 3.428 2.009 -1.737 0.1133
H 1.983 1.770 -0.788 0.1046
H 4.307 0.305 0.266 0.1068
H 4.594 2.029 0.230 0.1109
H 3.684 1.179 2.389 0.1198
H 2.224 0.593 1.625 0.1097
H 1.782 3.063 0.938 0.1231
H 1.593 2.570 2.593 0.1197
H 5.100 3.604 4.910 0.0844
H 5.364 4.850 3.710 0.0901
H 5.515 3.125 3.255 0.0793
H 1.681 -2.327 -2.355 0.1170

***

9
Properties=species:S:1:pos:R:3:lowdin_charge:R:1 method="wB97M-V/def2-TZVPD" lumo_ev="-0.59 / -0.55" total_charge=0 e_homo_ev="-7.423 / -7.402" spin_multiplicity=2 energy_ev=-11026.3581
O 0.364 0.870 0.243 -0.5130
C -0.690 0.468 -0.500 -0.6294
C -1.399 -0.631 -0.137 -0.2279
Na 2.504 0.934 -0.141 0.6284
Li -0.781 0.315 1.668 0.7058
H -2.179 -0.884 -0.872 -0.0345
H -0.839 1.118 -1.385 0.0872
Li 0.684 -1.188 0.110 0.6074
O 2.336 -1.001 1.014 -0.6240

***

42
Properties=species:S:1:pos:R:3:lowdin_charge:R:1 method="wB97M-V/def2-TZVPD" lumo_ev=-0.23 total_charge=0 e_homo_ev=-10.031 spin_multiplicity=1 energy_ev=-29120.3974
O 9.126 -20.442 -0.728 -0.0649
H 9.511 -19.567 -0.481 -0.0082
H 8.873 -20.854 0.104 0.0166
O 12.156 -16.038 0.493 -0.0528
H 12.065 -15.271 -0.087 0.0578
H 11.625 -15.804 1.274 0.0056
O 6.973 -13.534 -0.874 -0.0802
H 6.432 -14.204 -0.429 -0.0194
H 7.887 -13.814 -0.688 -0.0248
O 5.387 -15.644 0.177 -0.0626
H 4.608 -16.007 0.608 0.0549
H 6.001 -16.404 0.038 0.0065
O 8.821 -16.087 -2.216 -0.0365
H 9.183 -15.239 -2.500 0.0631
H 8.891 -16.059 -1.252 0.0006
O 10.828 -14.903 2.754 -0.0585
H 11.434 -14.211 3.045 0.0775
H 10.445 -15.284 3.570 0.0338
O 6.678 -17.110 3.270 -0.0510
H 6.852 -16.488 2.550 0.0373
H 6.295 -17.882 2.831 0.0352
O 6.755 -17.689 -0.980 -0.0615
H 7.293 -17.031 -1.471 0.0554
H 6.150 -18.034 -1.645 0.0955
O 10.507 -18.200 -0.014 -0.0827
H 10.918 -18.875 0.542 0.0582
H 11.171 -17.475 -0.049 0.0335
O 9.134 -16.380 4.327 -0.0630
H 8.237 -16.559 3.969 0.0139
H 9.698 -17.011 3.864 0.0149
O 6.789 -18.920 1.086 -0.0680
H 6.231 -18.612 0.359 0.0260
H 7.032 -19.821 0.836 0.0541
O 9.697 -13.577 -0.045 -0.0609
H 9.862 -12.955 0.672 0.0572
H 9.621 -14.450 0.393 -0.0057
O 9.372 -18.337 2.375 -0.0659
H 8.772 -18.772 1.750 0.0200
H 9.221 -18.795 3.212 0.0781
O 8.985 -16.096 0.985 -0.0620
H 8.681 -17.012 0.967 0.0189
H 9.368 -15.985 1.868 0.0141

***

41
Properties=species:S:1:pos:R:3:lowdin_charge:R:1 method="wB97M-V/def2-TZVPD" lumo_ev=-6.77 total_charge=+2 e_homo_ev=-14.064 spin_multiplicity=1 energy_ev=-47024.5161
Al 0.325 1.190 -0.479 0.2705
C 0.557 2.774 -2.715 -0.0809
C 1.626 1.691 -2.872 -0.0945
N 1.944 1.074 -1.536 -0.0536
C 2.325 -0.377 -1.615 -0.1563
C 1.176 -1.239 -2.144 -0.3204
S -0.469 -0.776 -1.454 1.1119
C -1.319 0.151 -2.805 -0.3215
C -1.685 1.575 -2.396 -0.1614
N -0.541 2.332 -1.778 -0.0549
H 0.138 3.050 -3.682 0.1531
H 0.994 3.671 -2.274 0.1499
H 2.530 2.118 -3.305 0.1582
H 1.297 0.898 -3.538 0.1135
H 2.732 1.573 -1.118 0.1806
H 2.603 -0.684 -0.605 0.1438
H 3.202 -0.498 -2.253 0.1556
H 1.338 -2.273 -1.842 0.1123
H 1.079 -1.235 -3.228 0.1003
H -2.236 -0.397 -3.018 0.1122
H -0.696 0.099 -3.696 0.0959
H -2.481 1.559 -1.649 0.1469
H -2.057 2.121 -3.264 0.1525
H -0.943 3.174 -1.365 0.1739
F -2.011 -3.355 1.167 0.1008
C -1.545 -2.778 2.275 -0.1739
C -1.204 -1.493 2.290 0.0224
N -0.707 -0.876 3.422 0.0013
C -0.380 0.532 3.385 -0.0197
C 0.647 0.769 2.293 -0.4510
O 1.789 0.435 2.327 0.1753
O 0.165 1.396 1.159 -0.0236
C -0.584 -1.557 4.638 -0.4462
O -0.192 -1.021 5.638 0.1320
N -0.945 -2.890 4.573 0.2315
C -1.428 -3.613 3.484 -0.3823
O -1.714 -4.776 3.539 0.1587
H -1.310 -0.877 1.408 0.1046
H 0.096 0.776 4.336 0.1502
H -1.265 1.156 3.254 0.1477
H -0.853 -3.401 5.444 0.1847

***

21
Properties=species:S:1:pos:R:3:lowdin_charge:R:1 method="wB97M-V/def2-TZVPD" lumo_ev=0.77 total_charge=0 e_homo_ev=-7.140 spin_multiplicity=1 energy_ev=-10871.9055
C 0.230 -0.236 -0.407 -0.4189
C -0.115 0.395 0.818 -0.0522
C -2.748 -0.441 0.732 -0.2795
C 0.425 0.584 -1.638 -0.0106
N 1.855 0.091 0.944 -0.1038
N 0.073 -1.571 -0.561 0.1605
N 2.824 1.011 0.544 -0.0670
O -1.924 0.560 0.254 -0.3027
H 2.182 -0.836 0.687 0.0575
H -0.339 -2.106 0.187 0.1089
H -0.011 -1.957 -1.487 0.1127
H 2.659 1.900 0.999 0.0668
H 2.896 1.153 -0.465 0.0555
H -0.328 -0.188 1.702 0.1082
H -0.012 1.464 0.896 0.1169
H -3.807 -0.187 0.572 0.0681
H -2.633 -0.624 1.820 0.0662
H -2.597 -1.424 0.231 0.0551
H -0.553 0.956 -1.944 0.0981
H 1.050 1.453 -1.431 0.0732
H 0.870 0.005 -2.450 0.0871

***

37
Properties=species:S:1:pos:R:3:lowdin_charge:R:1 method="wB97M-V/def2-TZVPD" lumo_ev="-9.47 / -12.37" total_charge=+3 e_homo_ev="-17.827 / -17.826" spin_multiplicity=7 energy_ev=-65040.4859
Mn -1.116 2.858 1.532 1.2815
Ag -2.939 -0.254 -1.526 0.8338
O 0.908 -0.862 0.563 0.0751
C -0.119 0.026 0.334 -0.6953
O -0.253 0.989 1.131 -0.0896
O -0.666 -0.084 -0.796 -0.0638
H 1.216 -0.400 1.381 0.1160
O -0.603 3.511 -0.389 -0.0392
H 0.097 3.463 -1.059 0.1241
H -1.353 3.935 -0.844 0.1161
O 2.634 -0.398 3.405 -0.0503
H 3.573 -0.304 3.197 0.0606
H 2.497 0.190 4.157 0.0431
C -1.420 1.749 4.523 -0.5698
O -1.662 2.368 3.447 -0.1069
N -0.950 0.472 4.531 0.2079
N -1.767 2.265 5.701 0.2354
H -0.479 0.195 3.683 0.0933
H -0.506 0.127 5.370 0.1314
H -1.676 1.707 6.534 0.1414
H -2.207 3.169 5.755 0.1443
C -1.315 -0.141 -4.365 -0.6360
O -2.262 -0.504 -3.642 -0.0815
N -0.120 0.284 -3.896 0.1709
N -1.408 -0.212 -5.707 0.1967
H 0.564 0.684 -4.513 0.1137
H 0.100 0.261 -2.915 0.0653
H -2.237 -0.617 -6.114 0.1326
H -0.699 -0.019 -6.392 0.1240
C 1.701 -3.452 -1.932 -0.4875
O 1.571 -4.537 -2.586 0.3719
N 0.973 -3.293 -0.817 0.2479
N 2.499 -2.457 -2.305 0.2578
H 0.739 -4.128 -0.295 0.1553
H 0.988 -2.395 -0.311 0.0880
H 2.993 -2.477 -3.187 0.1548
H 2.705 -1.720 -1.655 0.1370

***

81
Properties=species:S:1:pos:R:3:lowdin_charge:R:1 method="wB97M-V/def2-TZVPD" lumo_ev="-6.65 / -6.45" total_charge=+2 e_homo_ev="-13.994 / -13.993" spin_multiplicity=3 energy_ev=-105364.4793
V -1.017 1.198 -0.459 0.3775
N -2.865 5.074 0.373 0.1393
C -2.558 3.790 0.243 -0.6975
S -0.864 3.209 0.634 0.6678
N -3.506 2.979 -0.141 0.0282
N -3.073 1.702 -0.308 -0.1240
C -3.903 0.816 -0.713 -0.0361
C -3.379 -0.548 -0.974 -0.2808
C -4.205 -1.643 -1.120 0.0085
C -3.642 -2.890 -1.310 -0.0087
C -2.260 -3.048 -1.346 -0.0066
C -1.517 -1.915 -1.230 -0.1147
N -2.041 -0.690 -0.991 -0.0086
H -2.226 5.774 0.707 0.1139
H -3.800 5.396 0.239 0.1207
H -4.955 1.012 -0.859 0.1446
H -5.306 -1.562 -1.072 0.1458
H -4.303 -3.775 -1.302 0.1415
H -1.818 -4.038 -1.420 0.1336
H -0.454 -1.950 -1.227 0.0796
C 1.374 -0.407 -2.624 -0.2059
P 1.314 0.319 -0.933 1.0161
C 1.374 -1.214 0.146 -0.3913
N 2.193 -2.178 -0.200 0.1357
C 2.212 -3.298 0.556 -0.2033
C 3.005 -4.403 0.184 -0.0039
C 3.028 -5.506 0.990 -0.0347
C 2.232 -5.611 2.187 -0.0295
C 1.424 -4.564 2.540 -0.0027
C 1.406 -3.392 1.727 -0.1745
N 0.531 -2.401 2.074 0.1422
C 0.523 -1.329 1.327 -0.4008
P -0.782 -0.116 1.731 1.0118
C -2.225 -1.173 2.122 -0.1912
C -0.292 0.567 3.419 -0.6933
C -0.033 -0.523 4.496 -0.0671
C 1.001 1.348 3.288 -0.1059
C -1.391 1.534 3.830 -0.0936
C 3.029 1.112 -0.796 -0.6825
C 4.162 0.169 -1.270 -0.0626
C 3.300 1.479 0.653 -0.0982
C 2.944 2.438 -1.576 -0.0917
H 1.727 0.357 -3.300 0.0470
H 0.395 -0.731 -2.900 0.0165
H 2.072 -1.237 -2.619 0.0527
H 3.601 -4.299 -0.733 0.1303
H 3.597 -6.374 0.727 0.1093
H 2.238 -6.548 2.787 0.1321
H 0.779 -4.625 3.404 0.1185
H -2.033 -1.768 3.004 0.0489
H -2.446 -1.799 1.256 0.0320
H -3.068 -0.535 2.309 0.0496
H 0.805 -1.209 4.239 0.0819
H -0.911 -1.138 4.718 0.0782
H 0.291 0.002 5.408 0.0990
H 1.812 0.704 2.896 0.0726
H 1.277 1.669 4.285 0.0963
H 0.934 2.243 2.650 0.0506
H -2.303 1.034 4.098 0.0784
H -1.567 2.223 3.009 0.0220
H -1.051 2.083 4.721 0.1094
H 4.133 -0.805 -0.767 0.0709
H 5.086 0.709 -1.019 0.0994
H 4.168 -0.030 -2.352 0.0886
H 3.294 0.587 1.299 0.0816
H 2.588 2.224 1.032 0.0743
H 4.300 1.897 0.702 0.0978
H 2.670 2.267 -2.623 0.0596
H 3.937 2.887 -1.589 0.1045
H 2.235 3.099 -1.089 0.0650
I 1.264 4.580 -4.955 0.9037
C -0.200 3.149 -4.289 -0.6248
C -1.023 2.509 -5.231 -0.0792
C -1.946 1.564 -4.776 -0.0148
C -1.909 1.261 -3.441 -0.1265
N -1.157 1.871 -2.518 -0.0434
C -0.306 2.821 -2.936 -0.2044
H -0.959 2.747 -6.295 0.1187
H -2.671 1.107 -5.448 0.1313
H -2.592 0.476 -3.081 0.1107
H 0.301 3.284 -2.179 0.0647

***

142
Properties=species:S:1:pos:R:3:lowdin_charge:R:1 method="wB97M-V/def2-TZVPD" lumo_ev=-8.24 total_charge=+3 e_homo_ev=-10.173 spin_multiplicity=1 energy_ev=-87861.5434
C 19.450 21.632 2.224 -0.0097
C 18.703 22.158 3.443 -0.3094
C 19.328 21.691 4.728 -0.1865
O 18.482 21.995 5.826 -0.2096
C 19.035 21.725 7.133 -0.0592
N 18.634 23.695 3.474 0.2450
H 18.399 24.042 2.541 0.1770
H 18.006 24.087 4.170 0.1678
H 19.585 24.039 3.635 0.1800
H 19.171 22.125 1.291 0.1023
H 19.257 20.562 2.176 0.0882
H 20.535 21.754 2.266 0.1079
H 17.662 21.870 3.300 0.1340
H 20.318 22.134 4.884 0.1527
H 19.397 20.599 4.677 0.1411
H 19.628 22.549 7.531 0.0948
H 19.712 20.868 7.150 0.0654
H 18.162 21.465 7.726 0.0615
C 17.422 13.160 11.038 -0.0301
C 18.716 13.931 11.336 -0.2781
C 19.974 13.091 11.404 -0.1977
O 20.354 12.861 12.734 -0.1757
C 21.419 11.950 12.873 -0.0869
N 18.775 15.093 10.349 0.2188
H 18.725 14.621 9.429 0.1390
H 18.049 15.815 10.288 0.1078
H 19.644 15.599 10.501 0.1558
H 16.575 13.730 11.421 0.0724
H 17.377 12.171 11.494 0.1016
H 17.334 12.914 9.976 0.0937
H 18.510 14.378 12.310 0.1508
H 20.799 13.652 10.938 0.1335
H 19.910 12.137 10.874 0.1421
H 22.393 12.367 12.585 0.0940
H 21.331 11.127 12.155 0.0942
H 21.454 11.640 13.912 0.0989
C 13.970 19.593 12.330 -0.0080
C 14.171 18.102 12.065 -0.3055
C 13.142 17.155 12.653 -0.2073
O 13.634 15.857 12.486 -0.1854
C 12.932 14.890 13.265 -0.0606
N 14.604 17.884 10.628 0.2220
H 15.444 18.445 10.414 0.1004
H 14.892 16.917 10.470 0.1576
H 13.861 18.115 9.970 0.1587
H 14.802 20.196 11.964 0.0697
H 13.611 19.846 13.322 0.1083
H 13.174 19.938 11.652 0.0791
H 15.054 17.687 12.565 0.1596
H 12.203 17.309 12.099 0.1436
H 12.993 17.446 13.695 0.1525
H 12.728 14.023 12.641 0.0957
H 11.957 15.289 13.560 0.0944
H 13.417 14.584 14.192 0.1016
C 15.921 19.789 6.599 -0.0347
C 15.182 19.463 5.310 -0.2760
C 16.050 19.184 4.112 -0.1933
O 16.935 18.144 4.457 -0.1984
C 17.690 17.589 3.371 -0.0306
N 14.313 18.213 5.509 0.2493
H 14.963 17.428 5.625 0.1784
H 13.734 18.298 6.340 0.1646
H 13.706 18.135 4.693 0.1796
H 15.298 19.738 7.495 0.0708
H 16.262 20.827 6.629 0.0714
H 16.857 19.244 6.725 0.0969
H 14.503 20.301 5.146 0.1564
H 16.588 20.065 3.752 0.1180
H 15.439 18.829 3.270 0.1444
H 17.149 17.004 2.628 0.1084
H 18.538 17.031 3.760 0.0983
H 18.115 18.478 2.888 0.0774
C 21.114 21.168 10.916 -0.0197
C 21.961 20.809 9.725 -0.2926
C 23.446 21.115 9.810 -0.1925
O 24.007 20.123 10.643 -0.1886
C 25.447 20.077 10.548 -0.0415
N 21.817 19.325 9.402 0.2252
H 20.845 19.104 9.182 0.0873
H 22.450 18.946 8.694 0.1652
H 22.153 18.746 10.179 0.1736
H 20.896 22.231 10.848 0.0965
H 21.719 20.999 11.808 0.0798
H 20.267 20.498 11.048 0.0624
H 21.543 21.299 8.842 0.1292
H 23.587 22.129 10.202 0.1509
H 23.967 21.093 8.846 0.1270
H 25.833 20.546 9.647 0.0917
H 25.702 19.017 10.601 0.0945
H 25.872 20.451 11.480 0.1021
C 13.583 22.793 9.254 -0.0327
C 14.668 23.749 9.684 -0.2784
C 15.925 23.057 10.149 -0.2151
O 16.843 24.069 10.501 -0.1513
C 18.072 23.441 10.904 -0.0551
N 15.099 24.556 8.466 0.2183
H 15.969 25.062 8.661 0.1722
H 15.081 23.934 7.659 0.1566
H 14.434 25.284 8.191 0.1808
H 12.657 23.209 8.853 0.1003
H 13.249 22.204 10.111 0.0912
H 13.877 22.013 8.542 0.0750
H 14.297 24.572 10.295 0.1741
H 16.315 22.430 9.329 0.1157
H 15.740 22.291 10.908 0.1357
H 18.814 23.505 10.097 0.0761
H 18.001 22.403 11.223 0.0798
H 18.560 24.049 11.666 0.1097
N 17.820 18.912 9.740 -0.5634
O 17.517 17.758 10.136 -0.0577
O 17.008 19.835 9.689 -0.0382
O 18.962 19.052 9.297 -0.0332
C 21.074 14.349 6.906 -0.5169
O 20.363 15.516 6.400 -0.0900
O 20.320 13.649 7.733 -0.1783
C 21.627 13.560 5.697 -0.5709
F 22.128 12.402 6.148 0.1411
F 20.712 13.161 4.796 0.1363
F 22.613 14.268 5.115 0.1256
C 20.470 16.640 7.210 -0.3298
C 20.537 17.828 6.274 -0.0722
H 19.688 17.823 5.591 0.0521
H 20.551 18.806 6.778 0.0301
H 21.507 17.812 5.774 0.0927
H 21.321 16.745 7.899 0.1054
H 19.601 16.709 7.881 0.0900
H 21.974 14.737 7.423 0.1326
C 19.762 22.290 14.824 -0.5584
O 19.256 20.909 14.940 -0.1004
O 19.066 23.049 15.584 -0.1203
C 21.317 22.397 14.852 -0.5273
F 21.937 21.371 15.481 0.1207
F 21.848 22.437 13.590 0.0628
F 21.735 23.475 15.524 0.1464
C 19.763 19.972 14.020 -0.3037
C 18.603 19.486 13.157 -0.0892
H 18.519 18.410 12.982 0.0568
H 17.717 19.663 13.774 0.0786
H 18.504 20.096 12.251 0.0282
H 20.017 19.059 14.576 0.1149
H 20.719 20.190 13.542 0.0872
H 19.480 22.453 13.742 0.1100

***

18
Properties=species:S:1:pos:R:3:lowdin_charge:R:1 method="wB97M-V/def2-TZVPD" lumo_ev="2.68 / 2.68" total_charge=-1 e_homo_ev="-4.151 / -4.149" spin_multiplicity=1 energy_ev=-53080.9009
C 1.334 -0.586 2.546 -0.1440
C 0.126 -0.029 2.278 -0.0154
C 2.246 -1.071 1.605 -0.1639
C 3.029 -1.535 0.799 -0.6429
C -2.021 -0.576 -3.847 -0.6529
C -0.407 0.626 1.045 -0.3804
C 0.376 1.293 0.077 -0.6900
O -2.059 0.347 -4.515 0.1546
O -1.904 -1.608 -3.333 0.0934
O -1.700 0.661 0.977 -0.0281
O -0.166 1.537 -1.209 -0.1048
Cl 4.071 -2.274 -0.203 0.6809
Cl -2.899 0.314 -1.559 0.0788
Cl 2.000 1.709 0.174 0.7487
H 1.506 -0.898 3.587 0.1033
H -0.583 0.063 3.047 0.0884
H -1.949 0.904 0.023 -0.0638
H -1.001 1.124 -1.491 -0.0616